DFT (wB97M-V/def2-TZVPD) results for a single C6H9N5O molecule in a non-equilibrium geometry.

The geometry in XYZ format:
```
21
C6H9N5O wB97M-V/def2-TZVPD
C 1.298 -1.607 -0.341
C 0.110 1.972 -0.214
C -0.823 -0.336 0.490
C 2.533 1.145 -0.279
C -0.936 -2.577 -0.389
C -2.162 1.647 -0.019
N 2.186 -0.979 0.251
N 2.968 -0.078 0.481
N 1.269 1.382 0.325
N -0.026 -1.449 -0.167
N -0.807 0.999 0.021
O -1.722 -0.702 1.212
H 3.410 1.816 -0.025
H 2.520 1.057 -1.315
H -1.839 -2.479 -1.049
H -0.213 -3.193 -0.969
H -1.327 -3.102 0.643
H -2.354 2.224 0.987
H -2.311 2.393 -0.821
H -2.864 0.965 -0.010
H 1.088 0.902 1.188
```

Output
**Energy above the lowest of the compared OMol25 structures with the same formula, charge and spin**: 6.595 eV
**LUMO**: 0.1 eV
**HOMO-LUMO gap**: 8.76 eV

DFT (wB97M-V/def2-TZVPD) results for 2 unconnected molecules or ions with the total composition C4H10NOP in a non-equilibrium geometry.

The geometry in XYZ format:
```
17
C4H10NOP wB97M-V/def2-TZVPD
C -0.721 -1.351 -0.427
C -0.970 -0.266 0.616
C 0.787 -1.421 -0.650
C 0.550 2.243 -0.703
N 0.186 0.595 0.851
O 2.892 0.137 0.434
P 1.541 -0.310 0.614
H -1.104 -2.375 -0.312
H -1.050 -0.953 -1.395
H -1.853 0.213 0.249
H -1.065 -0.471 1.668
H 1.377 -2.328 -0.611
H 1.167 -0.993 -1.616
H -0.497 2.477 -0.658
H 1.201 2.708 0.084
H 0.998 1.671 -1.533
H 1.432 -0.979 1.946
```

Output
**Energy above the lowest of the compared OMol25 structures with the same formula, charge and spin**: 3.539 eV
**LUMO (alpha / beta)**: -0.6 / -0.5 eV
**HOMO-LUMO gap (alpha / beta)**: 8.38 / 8.55 eV

DFT (wB97M-V/def2-TZVPD) results for a single C4H7FO molecule in a non-equilibrium geometry.

The geometry in XYZ format:
```
13
C4H7FO wB97M-V/def2-TZVPD
C 0.827 -0.068 0.499
C -0.010 1.169 0.575
C -1.066 0.731 -0.435
C -0.143 -1.217 0.323
H 1.533 -0.269 1.336
H 0.498 2.071 0.286
H -0.400 1.348 1.560
H -0.602 0.778 -1.484
H -1.986 1.317 -0.370
H -0.355 -1.802 1.248
H 0.259 -1.850 -0.463
O -1.350 -0.650 -0.208
F 1.578 -0.009 -0.691
```

Output
**Energy above the lowest of the compared OMol25 structures with the same formula, charge and spin**: 0.465 eV
**LUMO**: 1.0 eV
**SMILES**: F[C@H]1CCOC1
**HOMO-LUMO gap**: 10.82 eV

DFT (wB97M-V/def2-TZVPD) results for a single C4H2N4 molecule in a non-equilibrium geometry.

The geometry in XYZ format:
```
10
C4H2N4 wB97M-V/def2-TZVPD
C 0.896 1.428 -0.824
C -0.732 0.481 -0.005
C -0.227 -1.686 0.654
C 0.376 -0.536 -0.118
H 1.647 2.219 -0.942
H 0.159 -2.580 0.668
N -0.267 1.703 -0.488
N -1.750 0.144 0.672
N -1.403 -1.253 0.995
N 1.301 0.080 -0.615
```

Output
**Energy above the lowest of the compared OMol25 structures with the same formula, charge and spin**: 3.758 eV
**LUMO**: -2.2 eV
**SMILES**: C1=NC2=CN=NC2=N1
**HOMO-LUMO gap**: 8.36 eV